1.
Entry from OMol25: a cluster of 2 separate species, C11H11O2S in total (ωB97M-V/def2-TZVPD).

XYZ file:
```
25
Properties=species:S:1:pos:R:3:lowdin_charge:R:1
C -1.73664 1.81278 -2.77389 0.1048
C -1.67903 1.58041 -1.55631 -0.0650
C 3.12092 -0.10168 -0.39113 -0.2530
C 1.95079 0.64078 -0.40421 -0.1904
C 4.03653 0.33719 0.48212 -0.4743
C 2.01962 1.77448 0.39582 -0.3554
C -1.43790 2.90644 0.60286 -0.7202
C -2.40965 -1.88884 0.77200 -0.1145
C -1.30236 -1.03947 0.14761 -0.2776
C -1.27840 0.36823 0.63874 -0.1134
C -1.47678 1.44841 -0.08992 -0.1658
O -2.36831 3.61354 0.28177 -0.0091
O -0.36575 3.07261 1.18960 -0.0602
S 3.47746 1.74181 1.31314 0.9463
H -1.84196 2.13277 -3.73646 -0.0277
H 3.15527 -1.01712 -1.00836 0.1082
H 1.19277 0.52559 -1.03267 0.0470
H 5.07231 -0.10751 0.69850 0.0813
H -2.66278 -2.85452 0.41624 0.0431
H -2.42683 -1.75561 1.86676 0.0646
H -3.33127 -1.23977 0.66825 0.0886
H -1.47803 -1.06653 -0.97664 0.1230
H -0.34581 -1.39631 0.23148 0.0590
H -1.35561 0.40018 1.77844 0.1471
H 1.35826 2.56602 0.59788 0.0135
```

Summary:
- total charge = -1
- energy above the lowest of the compared OMol25 structures with the same formula, charge and spin (kJ/mol) = 75.86
- LUMO (Eh) = 0.1089
- HOMO level (eV) = -4.502
- spin multiplicity = 1


2.
Entry from OMol25: a structure of composition C11H12BCoN5OS (ωB97M-V/def2-TZVPD).

XYZ file:
```
32
Properties=species:S:1:pos:R:3:lowdin_spin:R:1
Co -0.06490 -0.04810 0.01060 1.0132
B 2.48630 2.49610 0.00120 -0.0001
N 2.79560 0.98930 0.00090 -0.0002
C 4.06950 0.59190 -0.00010 0.0029
C 4.11170 -0.78970 -0.00050 0.0014
C 2.77900 -1.16970 0.00020 0.0013
N 1.98850 -0.08290 0.00110 -0.0105
N 0.99780 2.84760 0.00320 -0.0008
C 0.55670 4.10800 -0.00060 0.0036
C -0.82720 4.09460 -0.00010 0.0013
C -1.15630 2.74690 0.00410 0.0021
N -0.03770 2.01070 0.00660 -0.0082
H 2.98240 2.96470 0.98270 0.0000
H 2.97920 2.96430 -0.98210 0.0000
H 4.86840 1.30560 -0.00080 0.0002
H 4.97910 -1.41690 -0.00080 0.0000
H 2.36740 -2.15970 -0.00060 0.0001
H 1.24550 4.92760 -0.00360 0.0002
H -1.49410 4.93150 -0.00210 0.0000
H -2.11640 2.26970 0.00430 -0.0001
O -1.90960 -0.26850 -0.01200 0.0132
N -2.62830 -1.40180 -0.01880 -0.0031
C -4.01580 -1.36810 -0.06350 -0.0005
C -4.72520 -2.52530 -0.10470 0.0004
C -4.07330 -3.77980 -0.11240 -0.0003
C -2.66190 -3.79700 -0.07600 -0.0003
C -1.94880 -2.63480 -0.03110 -0.0031
S -0.22560 -2.55630 0.02140 -0.0122
H -4.43940 -0.37980 -0.05780 -0.0002
H -5.80400 -2.48390 -0.13220 0.0000
H -4.62880 -4.69750 -0.14480 0.0000
H -2.11930 -4.72870 -0.08190 -0.0004
```

Summary:
- total charge = 0
- LUMO (spin up / spin down) (Eh) = -0.0094 / -0.0104
- HOMO level (spin up / spin down) (eV) = -8.338 / -8.349
- spin multiplicity = 2


no.,electronic energy (hartree)
1,-974.3509
2,-2581.1894